[1]
15
Properties=species:S:1:pos:R:3:lowdin_charge:R:1 method="wB97M-V/def2-TZVPD" lumo_energy_ev=-9.1 homo_lumo_gap_ev=3.762 homo_energy_ev=-12.882 total_charge=+1
C -1.6439 -0.4790 1.1837 -0.018
C -1.9849 0.7771 0.4030 -0.200
C -1.0908 0.7816 -0.8361 -0.111
C -0.0482 -0.0018 -1.0964 0.338
N 3.7304 -0.9323 -0.2114 0.023
H -0.6953 -0.8139 0.5218 0.108
H -1.3549 -0.2883 2.2183 0.101
H -2.5295 -1.0721 1.2181 0.088
H -3.0728 0.8057 0.2111 0.138
H -1.6121 1.6918 0.9759 0.157
H -1.3573 1.6610 -1.4591 0.177
H 0.5804 0.1014 -2.0544 0.161
H 2.6622 -0.8602 -0.0499 0.032
H 4.0126 -1.0349 -1.1927 0.020
H 4.4042 -0.3362 0.1679 -0.015

[2]
16
Properties=species:S:1:pos:R:3:lowdin_charge:R:1 method="wB97M-V/def2-TZVPD" lumo_energy_ev="4.3 / 4.1" s_squared=0.753 homo_lumo_gap_ev="3.089 / 7.141" homo_energy_ev="1.178 / -3.055" total_charge=-1 spin_multiplicity=2
C -0.5723 -1.1511 0.7743 -0.296
C 0.2611 0.1550 1.1304 -0.207
C 0.4064 0.9266 -0.1770 -0.347
C 1.4156 0.6838 -2.3752 -0.366
N 1.0461 0.1761 -1.2735 -0.185
N -1.9666 -0.8889 1.1074 -0.048
H -0.2331 -2.0279 1.2796 0.077
H -0.6099 -1.3445 -0.3378 0.101
H -0.2816 0.6694 1.9022 0.076
H 1.1732 -0.3065 1.4116 0.067
H 0.9605 1.9450 -0.2288 0.103
H -0.6304 1.1742 -0.4262 0.057
H 2.0105 -0.0531 -3.0014 -0.014
H 1.6032 1.6577 -2.7359 -0.068
H -2.1727 0.0364 1.3886 0.025
H -2.4099 -1.6524 1.5616 0.027

[3]
16
Properties=species:S:1:pos:R:3:lowdin_charge:R:1 method="wB97M-V/def2-TZVPD" lumo_energy_ev=0.9 homo_lumo_gap_ev=10.368 homo_energy_ev=-9.440 total_charge=0
C -0.8116 0.6420 0.4935 -0.165
C 0.5234 0.9239 1.1752 -0.303
C 0.4747 -0.5856 -1.4605 -0.054
C -0.8072 -0.1694 -0.7903 -0.414
N 1.1711 -0.2551 1.7409 -0.007
N -1.9498 -0.5215 -1.2858 0.108
H -1.8313 -1.0748 -2.1423 0.043
H 1.5856 -0.8299 1.0115 0.047
H 0.4840 -0.8402 2.2165 0.072
H -1.2767 1.6049 0.2439 0.117
H -1.4903 0.1457 1.1991 0.115
H 1.2155 1.4304 0.4951 0.105
H 0.3409 1.6216 2.0009 0.105
H 0.8426 -1.5010 -0.9896 0.080
H 0.2995 -0.7894 -2.5208 0.078
H 1.2297 0.1983 -1.3873 0.073

[4]
16
Properties=species:S:1:pos:R:3:lowdin_charge:R:1 method="wB97M-V/def2-TZVPD" lumo_energy_ev=1.1 homo_lumo_gap_ev=9.624 homo_energy_ev=-8.531 total_charge=0 smiles="NC1CC1.C=N"
C -2.2990 -0.3078 0.4614 -0.137
C 0.8215 -0.8679 0.2837 -0.154
C 2.0468 -0.4867 -0.5029 -0.125
N -2.0838 0.8656 0.8501 0.024
C 0.7246 0.1016 -0.8714 -0.418
N 0.4678 1.4958 -0.6961 0.034
H -2.1617 1.0164 1.8545 0.054
H 1.0860 1.8810 0.0027 0.065
H -0.4876 1.6454 -0.3704 0.027
H -2.2279 -0.5056 -0.5998 0.063
H -2.5685 -1.1587 1.0943 0.074
H 0.7404 -0.4755 1.2878 0.091
H 0.4289 -1.8661 0.1722 0.085
H 2.7768 0.1561 -0.0292 0.096
H 2.4848 -1.2224 -1.1629 0.092
H 0.2510 -0.2712 -1.7742 0.127

[5]
16
Properties=species:S:1:pos:R:3:lowdin_charge:R:1 method="wB97M-V/def2-TZVPD" lumo_energy_ev="0.3 / 0.3" homo_lumo_gap_ev="8.439 / 8.441" homo_energy_ev="-8.142 / -8.145" total_charge=0
C -0.4088 1.2502 1.0442 -0.192
C 0.9615 1.1951 1.6901 -0.179
C -1.0747 -2.2578 -1.0572 -0.073
N 0.8444 0.8329 -1.7439 0.040
C -0.3014 -1.0210 -0.9284 -0.110
N 0.3694 -0.3112 -1.6337 -0.114
H 1.7872 0.8339 -2.1398 0.057
H -1.1835 1.5176 1.7599 0.055
H -0.4507 1.9825 0.2471 0.043
H -0.6485 0.1842 0.4952 0.071
H 1.2204 2.1492 2.1497 0.060
H 1.0039 0.4215 2.4607 0.061
H 1.7212 0.9516 0.9509 0.048
H -0.8061 -2.7893 -1.9691 0.081
H -0.8977 -2.9201 -0.2096 0.072
H -2.1365 -2.0190 -1.1160 0.081

[6]
16
Properties=species:S:1:pos:R:3:lowdin_charge:R:1 method="wB97M-V/def2-TZVPD" lumo_energy_ev=1.1 homo_lumo_gap_ev=9.966 homo_energy_ev=-8.822 total_charge=0 smiles="N/C=C/CCN"
C 0.6178 -1.1829 1.3156 -0.297
C 0.6817 0.2056 0.6950 -0.222
C 0.2257 0.2228 -0.7474 -0.119
C 0.1624 1.3562 -1.4433 -0.217
N -0.6836 1.5989 -2.5846 -0.001
N -0.7592 -1.6946 1.5391 -0.012
H 1.0968 -1.8723 0.6090 0.099
H 1.2039 -1.2693 2.2322 0.103
H 1.7057 0.5395 0.8811 0.111
H 0.0600 0.9211 1.2420 0.110
H -0.3264 -0.6343 -1.1249 0.108
H 0.6160 2.2439 -1.0185 0.102
H -0.6883 0.7685 -3.1659 0.063
H -1.6247 1.7575 -2.2476 0.067
H -1.4584 -1.0046 1.3066 0.052
H -0.8295 -1.9559 2.5116 0.052

[7]
16
Properties=species:S:1:pos:R:3:lowdin_charge:R:1 method="wB97M-V/def2-TZVPD" lumo_energy_ev=1.1 homo_lumo_gap_ev=9.291 homo_energy_ev=-8.240 total_charge=0 smiles="C=C(N)CNC"
C 0.2531 0.9979 -0.2756 -0.165
C -2.0599 -0.1438 -0.4463 -0.146
N -1.1587 0.7147 0.3046 -0.154
C 0.8180 -0.1740 0.3926 -0.284
N 2.3766 0.0051 -0.1994 -0.013
C 0.6430 -1.2624 1.1263 0.041
H -1.5976 1.5971 0.5551 0.092
H 2.7976 -0.8144 -0.6293 0.030
H 2.8576 0.8736 -0.4130 0.030
H 0.6252 1.9301 0.1489 0.122
H 0.2481 0.9492 -1.3638 0.114
H -2.9136 0.4234 -0.8320 0.071
H -2.4520 -0.9369 0.1966 0.066
H -1.5588 -0.6144 -1.2959 0.080
H 1.4605 -1.9519 1.2914 0.062
H -0.3392 -1.5933 1.4397 0.055

[8]
16
Properties=species:S:1:pos:R:3:lowdin_charge:R:1 method="wB97M-V/def2-TZVPD" lumo_energy_ev=0.8 homo_lumo_gap_ev=10.650 homo_energy_ev=-9.812 total_charge=0
C 2.4711 -0.0062 0.0294 -0.141
C 1.0105 0.4469 -0.0221 -0.404
C -1.1111 0.3039 -0.1800 -0.549
C -2.2136 -0.6929 0.0025 -0.069
H 3.3303 0.7776 0.4971 0.124
H 2.3717 -0.9716 0.5533 0.042
H 3.0139 -0.2175 -1.1010 0.121
H 0.8908 1.2151 -0.9050 0.145
H 0.8354 0.9325 1.0602 0.151
H 0.0904 -1.3056 0.1671 0.100
H -1.8589 -1.3514 0.8976 0.090
H -3.4072 -0.3416 0.3560 0.169
H -1.8054 -1.3730 -0.7797 0.077
H -2.3162 1.5367 -0.1293 0.007
N 0.0486 -0.4923 -0.3817 -0.012
N -1.3504 1.5395 -0.0644 0.148

Relative energy (zero: lowest compared OMol25 entry of this formula, charge and spin): 7.3561 1.5866 0.6947 2.1213 4.0199 1.4855 3.3778 4.0233 (eV)